The following is a DFT calculation (wB97M-V/def2-TZVPD) of a 7-piece molecular cluster, H14O7 overall at a distorted geometry.

XYZ file:
```
21
Properties=species:S:1:pos:R:3:nbo_charge:R:1
O -0.17067 0.78733 0.76883 -0.9512
O -1.44831 -1.15239 2.07064 -0.9845
O 1.19453 -1.95900 1.39223 -0.9820
O 2.42774 0.39889 0.35965 -0.9975
H -0.85053 1.07618 0.10521 0.5320
H -0.77103 0.30680 1.40096 0.5361
H -2.06975 -1.60674 2.64065 0.4921
H -0.75631 -1.78276 1.80942 0.5129
H 1.88107 -1.27075 1.33937 0.5075
H 1.53194 -2.58654 0.74346 0.4770
H 2.96147 1.17103 0.17791 0.4825
H 1.52009 0.63317 0.62654 0.4983
O 0.70753 1.46529 -2.29538 -0.9690
O -2.21271 1.36082 -1.22549 -0.9791
O -0.45992 -0.76473 -1.11425 -1.0801
H -2.52826 1.71324 -2.06647 0.4841
H -1.84608 0.51616 -1.55483 0.4988
H 1.11677 1.90253 -1.55172 0.4585
H 0.28864 0.63833 -1.98840 0.4937
H -0.23017 -0.17835 -0.17830 0.4848
H -0.50493 -1.71241 -0.97784 0.4852
```

Summary:
Structure (SMILES)   O.O.O.O.O.O.O
Total charge   0

=====

The following is a DFT calculation (wB97M-V/def2-TZVPD) of C5H7N as an isolated structure.

XYZ file:
```
13
Properties=species:S:1:pos:R:3:nbo_charge:R:1
C -1.27784 1.04837 0.21353 -0.6274
C -0.59937 -1.23330 -0.78835 0.0938
C -0.41028 0.27174 -0.76574 -0.2155
N 1.08408 0.17707 -0.53752 -0.3300
C 1.21917 -0.39921 0.75021 -0.2135
C 0.78904 -1.33061 -0.37546 -0.2720
H -0.83817 2.01812 0.46131 0.2217
H -2.26621 1.19556 -0.23358 0.2355
H -1.42839 0.46912 1.12435 0.2072
H -0.53931 0.62781 -1.79910 0.2447
H 0.53730 -0.15373 1.56040 0.2054
H 2.24719 -0.58003 1.06213 0.2235
H 1.48277 -2.11091 -0.67216 0.2265
```

Summary:
Total charge   0

=====

The following is a DFT calculation (wB97M-V/def2-TZVPD) of one molecule with the formula C12H10O3 at a distorted geometry.

XYZ file:
```
25
Properties=species:S:1:pos:R:3:nbo_charge:R:1
C 3.60060 -0.17100 0.44814 -0.2007
C 2.64710 0.16798 1.43622 -0.2144
C 3.14047 -0.65124 -0.82025 -0.2052
C 1.31337 0.21410 1.10693 -0.1958
C 1.82399 -0.41197 -1.13563 -0.1964
C 0.89426 -0.04053 -0.18085 -0.0808
C -2.39735 -0.78853 1.06579 -0.2955
C -3.20716 0.25250 0.80460 -0.0928
C -1.28658 -1.16285 0.16096 0.5529
C -2.66067 1.42895 0.07150 0.0123
C -1.34546 1.31807 -0.63637 0.0811
C -0.52583 -0.04307 -0.64192 0.1274
O -1.00808 -2.35060 -0.09783 -0.5450
O -1.52575 2.09757 0.52306 -0.4538
O -0.67646 -0.43671 -2.06634 -0.6995
H 4.72059 -0.28095 0.51930 0.2219
H 2.94141 0.55200 2.50198 0.2239
H 3.87481 -0.75599 -1.56234 0.2108
H 0.58786 0.43734 1.85627 0.2182
H 1.40605 -0.64673 -2.10305 0.2305
H -2.84455 -1.61232 1.46925 0.2203
H -4.12389 0.43641 1.23034 0.2107
H -3.51345 2.06859 -0.46100 0.1840
H -1.30631 1.75556 -1.57186 0.1999
H -0.52897 -1.37657 -1.91690 0.4860
```

Summary:
Structure (SMILES)   O=C1C=C[C@H]2O[C@H]2[C@@]1(O)c1ccccc1
Total charge   0

=====

The following is a DFT calculation (wB97M-V/def2-TZVPD) of a 2-piece molecular cluster, C3H10OS overall at a distorted geometry.

XYZ file:
```
15
Properties=species:S:1:pos:R:3:nbo_charge:R:1
C 3.25874 -1.49810 0.67739 -0.2787
O 2.50423 -1.02944 -0.44419 -0.7070
H 2.92625 -1.01249 1.58635 0.1711
H 4.33998 -1.63406 0.56246 0.1749
H 3.03451 -2.56442 0.83760 0.1785
H 2.94285 -0.18369 -0.58604 0.4633
C -2.82480 1.14688 0.39282 -0.6290
C -2.12092 0.71820 -0.90273 -0.5194
S -0.32809 1.08734 -0.94019 -0.0598
H -3.57917 1.88305 0.11691 0.2136
H -3.23347 0.28848 0.93013 0.2084
H -2.11360 1.58602 1.07584 0.2197
H -2.34192 1.45847 -1.69501 0.2077
H -2.51340 -0.20627 -1.33177 0.2213
H 0.04881 -0.03997 -0.27956 0.1355
```

Summary:
Structure (SMILES)   CCS.CO
Total charge   0

=====

For each record above, in turn, the calculated Kohn-Sham gap values are 10.8394, 8.4131, 8.7686, 9.7412 eV.